ORCA calculation (ωB97M-V/def2-TZVPD) on a molecular structure, C24H41F3P2W.

Calculated values
- Total charge: +2
- Total energy: -1987.577312 a.u.
- HOMO-LUMO gap (spin up / spin down): 4.8 / 5.0 eV
- ΔE to the lowest compared entry with this formula, charge and spin: 620.6 kJ/mol
- Strongest force on any atom: 6.7 eV Å⁻¹
- 2S+1: 3

```
71
Properties=species:S:1:pos:R:3:forces:R:3
W 0.06285 -0.18996 -0.43666 2.41 -0.20 6.23
C 1.30312 1.85952 0.58860 0.62 -0.85 0.12
C -0.11514 1.85110 0.92304 -0.80 0.13 2.27
C 1.08222 0.62317 2.49178 1.21 0.38 0.37
C 1.99161 0.99560 1.48506 -0.17 0.54 -0.66
C -0.18966 1.17618 2.20836 -0.47 1.05 -2.40
C 1.99112 2.85438 -0.28207 0.46 0.50 -0.21
H 1.30240 3.59789 -0.70825 0.33 -0.24 0.27
H 2.50386 2.34666 -1.11076 0.02 0.30 0.25
H 2.76234 3.40424 0.27827 -0.23 -0.24 0.01
C 3.46775 0.82556 1.52957 0.57 -0.37 -0.04
H 3.91698 0.76839 0.52790 -0.16 0.04 0.25
H 3.73556 -0.09597 2.05556 -0.01 0.12 -0.14
H 3.96812 1.65135 2.06278 -0.28 -0.15 -0.16
C 1.46731 0.10972 3.81656 0.40 -0.28 0.47
H 1.72906 0.93884 4.49225 -0.12 -0.05 -0.16
H 2.34045 -0.54389 3.77291 -0.09 0.11 -0.05
H 0.65130 -0.44625 4.28098 0.27 0.17 0.09
C -1.05377 1.68722 3.29029 -0.61 0.08 0.35
H -0.55157 2.60355 3.64146 -0.28 -0.16 0.12
H -1.13883 1.00661 4.14370 0.09 0.23 -0.03
H -2.05519 1.96526 2.96197 0.03 0.03 0.01
C -1.10835 2.90696 0.54875 -0.08 0.25 0.22
H -0.93728 3.80374 1.15992 -0.07 -0.06 -0.08
H -2.13129 2.57958 0.74546 0.06 0.00 0.04
H -1.08117 3.22506 -0.49117 0.05 -0.04 0.05
C 0.41809 -1.49730 -1.84940 1.47 0.02 -1.53
C 0.18332 -0.69943 -3.12392 0.61 -0.93 -3.04
C -1.35150 -0.48678 -3.37049 0.49 -0.30 -0.43
C -2.37141 -0.38889 -2.14923 -0.61 0.21 -1.05
C -1.98281 -0.26811 -0.68023 -0.46 0.90 0.15
C -1.57336 -1.42712 0.09806 -2.16 -0.22 1.05
C -1.55948 -2.72183 -0.63318 0.06 -0.95 -0.49
C -0.45761 -2.72483 -1.71797 -0.55 -1.65 -1.14
H -1.68506 -1.29663 -4.04281 0.07 0.29 0.45
H -3.01925 -1.27543 -2.20837 -0.07 0.47 -0.24
H -1.45587 0.41362 -3.98094 -0.18 -0.01 0.10
H -0.94349 -2.93608 -2.68023 0.13 0.23 0.05
H 1.48276 -1.74189 -1.64207 -0.49 -0.12 -0.89
H 0.66280 -1.28714 -3.93383 -0.85 -0.21 -0.16
H 0.20742 -3.58098 -1.60757 -0.16 0.05 0.23
H -1.43194 -3.57227 0.03739 0.18 0.11 -0.03
H -2.10561 -1.52251 1.06548 0.42 0.20 -0.67
H -2.55013 -2.90081 -1.09207 0.31 0.15 0.13
H -2.95682 0.52625 -2.39369 0.02 -0.83 0.26
H -2.53531 0.52594 -0.15439 0.10 -0.41 -0.18
P 1.21728 0.91361 -3.29492 -3.25 -2.24 3.14
C 2.83572 0.26292 -2.89810 1.15 0.41 -0.56
C 0.88904 1.98819 -4.66911 0.49 0.32 -0.94
P -1.42825 -1.34296 3.27087 -0.48 -0.73 -0.73
C 0.29375 1.37648 -1.84149 -1.76 3.06 -0.44
C -3.17775 -0.88088 3.07357 0.81 -0.57 0.01
C -1.55533 -3.14910 3.21687 0.82 0.36 0.33
H 2.89579 -0.12718 -1.86755 -0.29 0.36 -0.38
H 3.63553 1.00286 -3.04772 -0.14 -0.28 0.04
H 3.00821 -0.58710 -3.57439 0.10 0.25 0.07
H -0.15274 1.90160 -5.02175 0.35 -0.11 0.44
H 1.53220 1.68367 -5.50391 -0.05 0.33 0.02
H 1.08103 3.04871 -4.39165 0.01 -0.75 -0.13
H -1.70284 -3.53028 2.18895 -0.09 0.09 0.42
H -2.41188 -3.39382 3.86448 0.13 -0.22 -0.25
H -0.60834 -3.54589 3.63476 -0.58 -0.03 -0.35
H -0.81391 1.01928 -1.94825 1.66 0.92 -0.47
H 0.11319 2.47221 -1.60588 0.76 -1.61 -0.53
H -3.36923 -0.33110 3.99043 -0.44 0.27 0.16
H -3.78677 -1.77628 2.99282 -0.30 0.19 -0.08
H -3.28264 -0.22421 2.21191 -0.22 0.22 0.10
F 0.76745 -3.35165 0.56690 0.39 0.61 -0.28
C 1.21001 -2.05791 0.64172 0.18 0.76 0.12
F 1.41068 -1.93768 1.99302 0.09 0.16 0.05
F 2.51126 -2.07584 0.10163 -0.84 -0.06 0.48
```
Forces are in eV/Å.